Record 1
Entry from the OMol25 dataset: C4H16BrFeN8O4 as an isolated structure (the ωB97M-V functional and the def2-TZVPD basis).

Geometry as XYZ:
```
34
Properties=species:S:1:pos:R:3
Fe -3.755 5.526 -7.383
Br -4.172 8.071 -7.459
C -0.669 10.649 -7.523
O 0.528 10.788 -7.324
N -1.343 10.503 -8.630
N -1.553 10.714 -6.552
H -2.310 10.774 -8.530
H -0.728 10.669 -9.415
H -1.258 10.967 -5.620
H -2.329 10.113 -6.793
C -6.903 8.780 -4.089
O -6.563 7.647 -3.916
N -7.502 9.568 -3.201
N -6.711 9.477 -5.168
H -7.830 9.129 -2.353
H -7.519 10.571 -3.313
H -5.835 9.252 -5.617
H -7.046 10.412 -4.986
C -3.108 8.574 -11.941
O -3.281 7.392 -11.801
N -3.033 9.386 -10.928
N -3.141 9.161 -13.068
H -3.047 8.935 -10.025
H -3.083 10.393 -10.987
H -3.447 8.696 -13.910
H -3.170 10.170 -13.050
C -4.923 12.356 -8.285
O -3.891 11.950 -8.794
N -5.238 13.604 -7.956
N -5.892 11.593 -7.995
H -4.502 14.293 -8.007
H -6.047 13.842 -7.400
H -6.804 12.010 -7.870
H -5.669 10.649 -7.712
```

Properties
Multiplicity: 7
⟨S²⟩: 12.022
Total charge: +1
E_LUMO (alpha / beta) in eV: -3.940 / -9.234
HOMO level (alpha / beta) in eV: -12.342 / -11.898

Charges per atom according to Mulliken partitioning, unit e: 0.63 -0.07 0.53 -0.62 -0.09 -0.27 0.09 0.24 0.21 0.12 0.55 -0.61 -0.40 -0.23 0.22 0.17 0.14 0.17 0.66 -0.61 -0.10 -0.36 0.00 0.20 0.24 0.19 0.69 -0.68 -0.47 -0.30 0.25 0.16 0.17 0.17

---

Record 2
Entry from the OMol25 dataset: C4H16CuN8O4 as an isolated structure (the ωB97M-V functional and the def2-TZVPD basis).

Geometry as XYZ:
```
33
Properties=species:S:1:pos:R:3
Cu -0.214 0.562 -0.661
C -0.900 1.290 2.654
O -0.384 1.113 1.591
N -1.081 0.327 3.581
N -1.320 2.399 3.078
H -1.493 0.549 4.476
H -0.746 -0.609 3.402
H -1.139 3.207 2.501
H -1.795 2.468 3.967
C -2.278 -1.756 -2.202
O -1.321 -1.249 -1.682
N -3.414 -1.179 -2.268
N -2.396 -2.866 -2.833
H -4.075 -1.740 -2.787
H -3.481 -0.369 -1.667
H -1.569 -3.344 -3.160
H -3.325 -3.233 -2.985
C 1.755 -2.336 -0.583
O 1.758 -1.132 -0.501
N 2.571 -3.240 -0.182
N 0.926 -2.965 -1.318
H 3.309 -3.051 0.480
H 2.314 -4.203 -0.346
H 0.257 -2.279 -1.634
H 1.132 -3.752 -1.917
C 1.779 3.165 -0.201
O 1.161 2.543 -0.981
N 3.059 3.100 -0.213
N 1.305 3.885 0.760
H 3.565 2.679 -0.980
H 3.626 3.717 0.351
H 0.333 3.986 1.013
H 2.080 4.313 1.247
```

Properties
Total charge: +1
E_LUMO in eV: -2.221
HOMO level in eV: -11.752
Relative energy (zero: lowest compared OMol25 entry of this formula, charge and spin) in kJ/mol: 353.3

Charges per atom according to Mulliken partitioning, unit e: 0.65 0.62 -0.46 -0.42 -0.32 0.14 0.22 0.16 0.17 0.74 -0.58 -0.43 -0.38 0.11 0.21 0.20 0.18 0.53 -0.62 -0.36 -0.33 0.25 0.19 0.20 0.23 0.80 -0.66 -0.42 -0.31 0.25 0.14 0.15 0.14

---

Record 3
Entry from the OMol25 dataset: C4H16FN8O4Ti as an isolated structure (the ωB97M-V functional and the def2-TZVPD basis).

Geometry as XYZ:
```
34
Properties=species:S:1:pos:R:3
Ti -0.285 1.499 -2.085
F -0.412 0.379 0.139
C 2.727 0.555 1.694
O 3.810 0.253 2.248
N 2.460 0.203 0.505
N 1.746 1.174 2.287
H 1.506 0.342 0.203
H 3.115 -0.462 0.119
H 1.001 1.368 1.633
H 1.805 1.401 3.269
C -0.480 3.828 0.473
O -0.360 3.335 -0.641
N -0.744 3.089 1.510
N -0.388 5.063 0.671
H -0.600 3.463 2.437
H -0.761 2.125 1.209
H -0.758 5.403 1.547
H -0.035 5.758 0.028
C -2.687 -2.551 0.322
O -2.444 -2.634 1.510
N -2.546 -1.492 -0.336
N -3.184 -3.544 -0.335
H -1.982 -0.764 0.080
H -2.921 -1.507 -1.273
H -3.464 -4.326 0.238
H -3.536 -3.422 -1.274
C 1.041 -1.878 -2.298
O 0.861 -0.931 -2.957
N 1.866 -2.808 -2.711
N 0.550 -2.122 -1.128
H 1.917 -3.652 -2.158
H 2.288 -2.788 -3.629
H 0.001 -1.418 -0.655
H 0.892 -2.939 -0.643
```

Properties
Multiplicity: 4
⟨S²⟩: 3.751
E_LUMO (alpha / beta) in eV: 0.254 / 0.090
HOMO level (alpha / beta) in eV: -6.143 / -8.816
Relative energy (zero: lowest compared OMol25 entry of this formula, charge and spin) in kJ/mol: 254.3

Charges per atom according to Mulliken partitioning, unit e: 0.54 -0.68 0.45 -0.76 -0.25 -0.31 0.26 0.20 0.25 0.16 0.60 -0.51 -0.36 -0.34 0.24 0.06 0.18 0.25 0.78 -0.71 -0.30 -0.42 0.09 0.11 0.25 0.15 0.75 -0.52 -0.43 -0.18 0.14 0.23 -0.10 0.18

---

Record 4
Entry from the OMol25 dataset: C4H16FeIN4S4 as an isolated structure (the ωB97M-V functional and the def2-TZVPD basis).

Geometry as XYZ:
```
30
Properties=species:S:1:pos:R:3
Fe 0.481 -0.400 -0.844
N 0.297 1.311 0.274
C -0.596 1.158 1.424
C -0.480 -0.283 1.904
N -0.569 -1.216 0.771
C -1.923 -1.540 0.296
C -2.443 -0.508 -0.702
N -1.380 -0.174 -1.659
H 0.088 2.133 -0.284
H 1.246 1.503 0.647
H -0.331 1.837 2.240
H -1.624 1.383 1.136
H 0.508 -0.415 2.351
H -1.234 -0.503 2.670
H -0.100 -2.087 0.993
H -1.840 -2.497 -0.218
H -2.630 -1.648 1.129
H -3.333 -0.914 -1.193
H -2.752 0.407 -0.199
H -1.364 -0.819 -2.444
H -1.471 0.767 -2.027
S 2.943 2.620 1.257
S 2.922 3.300 -0.707
S 3.150 1.737 -2.040
S 1.319 0.940 -2.593
I 0.596 -2.883 -1.958
N 2.355 -0.754 -0.108
H 2.763 -0.019 0.482
H 2.934 -0.779 -0.943
H 2.468 -1.655 0.347
```

Properties
Total charge: -1
E_LUMO in eV: 2.574
HOMO level in eV: -3.380
Relative energy (zero: lowest compared OMol25 entry of this formula, charge and spin) in kJ/mol: 4.4

Charges per atom according to Mulliken partitioning, unit e: -0.36 0.04 -0.51 -0.70 -0.12 -0.65 -0.57 -0.24 0.30 -0.39 0.42 0.18 0.43 0.33 0.30 0.35 0.33 0.42 0.25 0.21 0.27 -0.57 -0.14 -0.19 -0.30 -0.48 -0.34 0.20 0.27 0.27

---

Record 5
Entry from the OMol25 dataset: C4H16FeIN4S4 as an isolated structure (the ωB97M-V functional and the def2-TZVPD basis).

Geometry as XYZ:
```
30
Properties=species:S:1:pos:R:3
Fe -0.513 -1.010 -0.525
N 1.257 -0.315 -1.414
C 1.427 1.130 -1.263
C 1.320 1.406 0.238
N 0.160 0.715 0.805
C -1.013 1.567 0.992
C -1.666 1.826 -0.357
N -1.899 0.538 -1.019
H 1.390 -0.651 -2.362
H 1.930 -0.773 -0.801
H 2.387 1.495 -1.646
H 0.635 1.623 -1.827
H 2.208 0.998 0.727
H 1.282 2.484 0.433
H 0.403 0.242 1.675
H -1.698 1.035 1.652
H -0.752 2.528 1.458
H -2.576 2.425 -0.252
H -0.978 2.400 -0.980
H -2.707 0.083 -0.601
H -2.088 0.616 -2.012
S -2.034 -1.675 1.240
S -0.877 -2.556 2.726
S 0.483 -1.218 3.512
S 2.270 -1.248 2.447
I -1.200 -2.159 -2.853
N 0.594 -2.643 -0.069
H 1.341 -2.484 0.617
H 0.961 -3.079 -0.908
H -0.046 -3.300 0.366
```

Properties
Total charge: -1
E_LUMO (alpha / beta) in eV: 2.620 / 2.619
HOMO level (alpha / beta) in eV: -3.569 / -3.573
Relative energy (zero: lowest compared OMol25 entry of this formula, charge and spin) in kJ/mol: 34.1

Charges per atom according to Mulliken partitioning, unit e: -0.17 -0.29 -0.58 -0.60 0.24 -0.76 -0.53 -0.24 0.24 0.29 0.39 0.27 0.31 0.31 -0.28 0.38 0.41 0.42 0.21 0.22 0.26 -0.33 -0.17 -0.18 -0.59 -0.60 -0.29 0.11 0.29 0.26

---

Record 6
Entry from the OMol25 dataset: a 5-piece molecular cluster, C4H16IN8O4 overall (the ωB97M-V functional and the def2-TZVPD basis).

Geometry as XYZ:
```
33
Properties=species:S:1:pos:R:3
I -16.769 24.588 -9.802
C -15.737 28.606 -11.976
O -15.320 29.727 -12.232
N -15.475 27.919 -10.828
N -16.498 27.890 -12.879
H -15.024 28.284 -10.011
H -15.693 26.930 -10.770
H -16.966 27.057 -12.569
H -16.773 28.443 -13.667
C -17.712 24.714 -14.520
O -18.339 25.764 -14.532
N -17.342 24.087 -15.697
N -17.345 24.068 -13.379
H -16.874 23.202 -15.639
H -17.348 24.646 -16.527
H -16.689 23.312 -13.428
H -17.576 24.504 -12.500
C -14.432 24.884 -5.862
O -13.726 25.285 -4.944
N -15.153 25.708 -6.674
N -14.534 23.549 -6.169
H -15.225 26.652 -6.348
H -15.632 25.344 -7.484
H -15.087 23.268 -6.961
H -14.119 22.890 -5.541
C -12.369 23.362 -8.568
O -11.675 22.417 -8.218
N -12.282 24.604 -7.993
N -13.310 23.258 -9.549
H -12.673 25.394 -8.473
H -11.608 24.759 -7.268
H -13.828 24.043 -9.912
H -13.343 22.391 -10.049
```

Properties
Total charge: -1
E_LUMO in eV: 2.650
HOMO level in eV: -5.467
Relative energy (zero: lowest compared OMol25 entry of this formula, charge and spin) in kJ/mol: 28.8

Charges per atom according to Mulliken partitioning, unit e: -0.66 0.51 -0.68 -0.21 -0.25 0.15 0.07 0.14 0.17 0.64 -0.65 -0.42 -0.26 0.16 0.23 0.15 0.06 0.63 -0.72 -0.24 -0.32 0.17 -0.01 0.17 0.19 0.63 -0.70 -0.35 -0.25 0.19 0.19 0.09 0.17

---

Number 1: maximum force 6.6 eV Å⁻¹. Number 2: maximum force 7.7 eV Å⁻¹. Number 3: maximum force 7.6 eV Å⁻¹. Number 4: maximum force 0.6 eV Å⁻¹. Number 5: maximum force 1.1 eV Å⁻¹. Number 6: maximum force 1.3 eV Å⁻¹.